{
  "formula": "C37H53N2O2PS2Si4Sn",
  "method": "ωB97M-V/def2-TZVPD",
  "species": ["Sn", "C", "C", "N", "C", "C", "S", "C", "C", "S", "C", "N", "C", "H", "H", "H", "H", "H", "H", "H", "H", "C", "C", "C", "C", "C", "C", "P", "C", "C", "C", "C", "C", "C", "C", "C", "C", "C", "C", "C", "H", "H", "H", "H", "H", "H", "H", "H", "H", "H", "H", "H", "H", "H", "H", "C", "C", "O", "O", "H", "H", "H", "C", "Si", "C", "C", "Si", "Si", "C", "C", "C", "Si", "C", "C", "C", "H", "H", "H", "H", "H", "H", "H", "H", "H", "H", "H", "H", "H", "H", "H", "H", "H", "H", "H", "H", "H", "H", "H", "H", "H", "H", "H"],
  "xyz": [[1.1354, 0.1662, 1.8717], [-1.8306, 0.7878, 4.2865], [-0.4168, 0.7513, 4.7480], [0.7131, 0.7426, 4.0525], [1.8402, 0.7917, 4.8700], [1.5661, 0.9092, 6.1789], [-0.1630, 0.8458, 6.4021], [3.1695, 0.8864, 4.2709], [4.4185, 1.2488, 4.6667], [5.5409, 1.0011, 3.3752], [4.2880, 0.4537, 2.3423], [3.1499, 0.4607, 2.9419], [4.4823, -0.1716, 0.9492], [-2.0947, -0.0831, 3.6668], [-2.0737, 1.6033, 3.5653], [-2.5517, 0.8343, 5.1378], [2.1836, 0.9023, 7.0484], [4.7880, 1.6309, 5.6152], [3.5409, -0.4212, 0.4619], [5.1728, -1.0080, 0.9487], [4.9710, 0.5253, 0.2839], [-5.0590, -1.3796, 3.9679], [-4.9231, -0.5901, 2.8007], [-3.9390, -0.9151, 1.8462], [-3.1104, -2.0359, 2.0928], [-3.3181, -2.8240, 3.1819], [-4.2797, -2.5113, 4.1260], [-1.7460, -2.2790, 0.9218], [-2.3833, -3.6449, -0.1220], [-1.6804, -3.9810, -1.2989], [-2.1194, -4.9788, -2.1244], [-3.2656, -5.6693, -1.8142], [-3.9700, -5.3906, -0.6407], [-3.5841, -4.3171, 0.1736], [-0.4184, -2.9810, 1.9686], [0.4698, -3.9353, 1.4858], [1.5817, -4.3110, 2.2684], [1.9131, -3.6238, 3.4237], [1.0432, -2.6406, 3.8793], [-0.1434, -2.3579, 3.2198], [-5.7448, -1.0666, 4.7170], [-5.5710, 0.2964, 2.6450], [-3.7522, -0.3190, 0.9609], [-2.7306, -3.7690, 3.2965], [-4.4601, -3.2153, 4.9218], [-0.7262, -3.4944, -1.5048], [-1.5899, -5.2248, -3.0615], [-3.6580, -6.4299, -2.4988], [-4.8547, -6.0119, -0.4124], [-4.1219, -4.0672, 1.0870], [0.2568, -4.3613, 0.4625], [2.1922, -5.1406, 1.9366], [2.8150, -3.8879, 3.9130], [1.2052, -2.1613, 4.8197], [-0.8589, -1.7051, 3.6121], [0.8790, 4.2475, 0.0996], [1.1843, 2.7928, 0.2940], [1.1649, 1.9541, -0.6858], [1.3858, 2.4125, 1.4970], [-0.2199, 4.3455, 0.3065], [1.0799, 4.5306, -0.9472], [1.4626, 4.8940, 0.7990], [0.9110, -0.4639, -4.9045], [1.8312, 0.0725, -3.3279], [3.7019, 0.2536, -3.5044], [1.6237, -1.2146, -1.9909], [0.6085, 1.9248, -2.4883], [-1.6999, 1.6055, -2.5384], [-2.0872, -0.2154, -2.2995], [-1.8756, 2.2729, -4.2896], [-2.7118, 2.7073, -1.4341], [1.4789, 3.9381, -3.6205], [0.4575, 5.5186, -3.3884], [3.2393, 4.1602, -2.9368], [1.7152, 3.3718, -5.4192], [0.9252, -1.5968, -4.9663], [1.4537, -0.0659, -5.7720], [-0.1093, -0.0900, -4.8442], [4.1780, -0.6889, -3.8212], [4.0947, 0.4569, -2.4646], [4.0088, 1.0187, -4.2212], [1.8571, -0.7436, -1.0223], [2.2223, -2.1142, -2.1300], [0.5142, -1.4653, -1.9848], [-1.4518, -0.9581, -2.7768], [-3.1425, -0.4274, -2.6340], [-2.1252, -0.4702, -1.2214], [-1.2152, 1.7003, -4.9516], [-1.5714, 3.3386, -4.2694], [-2.8795, 2.3149, -4.7005], [-2.2042, 2.9213, -0.4744], [-3.7523, 2.3808, -1.1540], [-2.8099, 3.6621, -1.9531], [-0.2215, 5.3420, -2.5374], [-0.2053, 5.6387, -4.2620], [1.0594, 6.4601, -3.3212], [3.5985, 5.1989, -3.0435], [3.9447, 3.4765, -3.4654], [3.2568, 3.8335, -1.8973], [0.7500, 3.5053, -5.9365], [1.9430, 2.3055, -5.4707], [2.4541, 4.0247, -5.8595]],
  "forces_ev_per_angstrom": [[0.024, 0.340, 0.136], [-1.034, -0.061, -1.067], [0.201, 0.473, -0.096], [-0.098, -0.210, -0.262], [0.159, 1.075, 0.494], [-1.669, -0.582, 0.561], [1.016, 0.160, 0.586], [0.012, -0.459, -1.387], [-0.014, -0.101, 0.025], [-0.158, 0.063, 0.018], [1.201, -0.966, -0.982], [-1.370, -0.126, 0.200], [0.335, 1.115, 0.555], [0.104, -0.124, 0.424], [0.503, -0.101, 0.795], [0.695, -0.017, -0.685], [0.503, 0.147, 0.149], [-0.281, -0.116, -0.229], [-0.042, -0.230, 0.285], [-0.232, -0.390, 0.389], [0.098, 0.534, -0.140], [0.537, 0.648, -1.320], [0.208, 0.119, -0.207], [-0.203, -0.485, 1.345], [0.060, 1.509, -1.179], [0.447, -1.801, 0.886], [-0.309, -0.157, -0.081], [-0.128, -0.091, -0.416], [-0.140, -0.212, -0.349], [0.514, 0.642, 1.144], [0.327, -0.360, -1.321], [-0.998, -0.588, 0.240], [-0.499, 0.115, -0.152], [0.755, -0.575, -0.055], [0.112, 0.221, 0.512], [-0.137, -0.251, -0.548], [-0.364, 0.105, -0.890], [-0.803, -0.040, -0.866], [-0.414, -0.113, 0.201], [1.063, -1.471, -1.733], [-0.612, 0.000, 0.452], [0.481, -0.719, 0.173], [-0.203, 0.096, 0.035], [-0.464, 0.971, -0.006], [0.022, 0.135, 0.351], [-0.257, 0.114, -0.086], [-0.205, 0.217, 0.662], [0.294, 0.209, 0.366], [0.519, 0.615, -0.013], [-0.046, -0.156, -0.369], [0.451, 0.141, 1.428], [0.132, 0.094, -0.057], [0.564, -0.085, 0.684], [0.321, 0.288, 0.559], [-0.825, 0.906, 0.709], [-0.110, 0.288, -0.244], [-0.155, 0.030, 0.653], [0.039, 0.122, 0.443], [-0.161, -0.660, -1.183], [0.904, 0.138, -0.168], [-0.188, 0.024, 0.568], [-0.596, -0.662, -0.514], [0.911, -0.862, 0.479], [0.116, -0.474, -0.240], [0.117, 0.095, 0.691], [-1.568, 0.054, 0.335], [0.983, 1.157, 0.389], [-0.276, -0.429, -0.531], [-1.522, -0.267, 0.382], [0.208, 0.333, 0.138], [-0.582, 0.228, 1.149], [0.636, -0.497, -0.045], [-0.207, -0.114, -0.453], [0.095, -0.489, -0.316], [-1.576, 0.226, 0.719], [-0.147, 1.304, 0.003], [-0.440, -0.086, 0.026], [-0.045, -0.214, -0.360], [-0.364, 0.176, 0.053], [-0.199, 0.106, -1.110], [0.114, 0.084, 0.294], [-0.047, -0.309, -0.168], [-0.045, -0.025, -0.007], [1.312, 0.016, 0.251], [0.115, 0.160, -0.167], [0.893, 0.256, 0.066], [0.290, 0.219, -0.402], [-0.201, 0.335, -0.197], [0.195, -0.489, -0.059], [-0.219, -0.424, -0.031], [-0.186, -0.090, -0.300], [1.015, 0.034, -0.507], [-0.048, 0.095, 0.058], [0.334, 0.582, -0.127], [0.200, -0.025, 0.216], [-0.503, -0.883, 0.274], [-0.122, -0.464, 0.175], [-0.489, 0.530, 0.222], [0.230, 0.333, 0.240], [0.398, -0.005, -0.078], [0.400, 0.195, -0.125], [0.339, -0.115, -0.361]],
  "total_charge": 2,
  "lumo_ev": -5.39,
  "e_tot_ha": -4211.3482
}


{
  "formula": "C7H17N4",
  "method": "ωB97M-V/def2-TZVPD",
  "species": ["H", "N", "C", "C", "C", "N", "N", "N", "C", "C", "C", "C", "H", "H", "H", "H", "H", "H", "H", "H", "H", "H", "H", "H", "H", "H", "H", "H"],
  "xyz": [[-0.1539, 2.3564, 0.9727], [-1.2088, 2.2115, 0.7338], [-1.3026, 1.1312, 0.1405], [-2.5213, 0.4260, -0.3763], [-2.3119, -1.0874, -0.3415], [-3.0298, -1.7668, -1.2148], [-0.6111, -0.9775, -0.5591], [-0.2031, 0.2491, -0.0591], [1.1541, 0.3493, 0.4574], [1.1490, 0.5528, 1.9344], [1.8687, -0.9414, 0.1242], [1.8786, 1.5424, -0.2476], [-3.4945, 0.6302, 0.2428], [-2.9261, 0.8983, -1.3141], [-2.2285, -1.4012, 0.7915], [-3.3284, -1.2805, -2.1083], [-3.1879, -2.8224, -1.1709], [-0.0753, -1.8310, -0.2228], [-0.5053, -1.2411, -1.6384], [0.5924, 1.5806, 2.0799], [0.6201, -0.1971, 2.3662], [2.1574, 0.4713, 2.3763], [1.8691, -1.1625, -0.9281], [1.4501, -1.7471, 0.7493], [2.9523, -0.8074, 0.5887], [1.5852, 1.7961, -1.3104], [1.7298, 2.5567, 0.1957], [2.8905, 1.3809, -0.3051]],
  "forces_ev_per_angstrom": [[-2.768, 0.270, -0.693], [2.115, 1.836, 0.777], [0.579, -2.283, -0.196], [-3.488, 1.148, 0.757], [1.759, 2.277, 3.509], [-1.313, -2.578, -2.563], [-0.322, -3.621, -3.306], [-0.914, -0.673, -0.724], [1.193, 1.151, -1.407], [0.508, 3.771, -0.275], [2.503, 0.324, 2.320], [-2.523, 1.672, -1.061], [2.090, -0.205, -0.438], [1.030, -0.913, 0.157], [-0.732, 0.045, -2.379], [0.502, -1.057, 1.717], [0.394, 2.353, -0.027], [-0.939, 1.583, 0.560], [-0.072, 1.799, 1.953], [1.708, -2.297, 0.877], [-1.966, -2.160, 1.527], [-0.380, 0.720, -0.315], [0.408, -0.234, -0.356], [0.193, -0.067, -0.384], [-2.067, -0.441, -1.478], [-0.106, -1.032, 0.909], [0.079, -0.942, 0.347], [2.530, -0.447, 0.195]],
  "de_lowest_kcal_mol": 79.2,
  "total_charge": 1,
  "lumo_ev": -3.18,
  "e_tot_ha": -495.5902,
  "smiles": "[H]/N=C1/C[C@@H](N)[NH2+]N1C(C)(C)C"
}


{
  "formula": "C4H8FN3",
  "method": "ωB97M-V/def2-TZVPD",
  "species": ["H", "N", "C", "N", "N", "C", "C", "C", "F", "H", "H", "H", "H", "H", "H", "H"],
  "xyz": [[-2.5455, 1.6544, -0.1062], [-1.6813, 1.2852, -0.5927], [-1.4443, 0.0679, -0.3474], [-2.3590, -1.0059, 0.0691], [-0.2164, -0.4346, -0.4642], [1.0017, 0.3182, -0.5481], [1.4620, 0.7557, 0.8614], [2.1628, -0.4876, 0.0914], [3.2827, -0.2783, -0.5999], [-2.2292, -1.7513, 0.8451], [-3.2269, -0.5802, 0.1803], [-0.2065, -1.2665, -1.0598], [1.4226, 0.8742, -1.3674], [0.5077, 0.5514, 1.5914], [2.1971, 1.7709, 1.0182], [1.8726, -1.4734, 0.4289]],
  "forces_ev_per_angstrom": [[1.000, -0.771, -1.069], [-1.565, 1.117, 1.361], [-1.704, -1.235, 1.522], [1.351, -0.195, 0.545], [2.321, -1.553, -2.027], [1.375, -0.702, 2.299], [0.631, 0.824, -0.035], [-4.196, 2.472, 0.744], [1.423, -0.160, 0.355], [0.608, 2.225, -1.859], [-1.960, 0.407, 0.167], [0.090, 0.133, 0.590], [-0.826, 0.240, -0.647], [3.196, 0.505, -1.355], [-2.527, -3.077, -0.493], [0.782, -0.231, -0.097]],
  "de_lowest_kcal_mol": 50.4,
  "lumo_ev": 0.84,
  "e_tot_ha": -421.2433,
  "smiles": "[H]/N=C(\\N)N[C@H]1C[C@@H]1F"
}


{
  "formula": "C6H12N2O4",
  "method": "ωB97M-V/def2-TZVPD",
  "species": ["C", "C", "C", "C", "C", "C", "H", "H", "H", "H", "H", "H", "H", "H", "H", "H", "H", "H", "N", "N", "O", "O", "O", "O"],
  "xyz": [[-2.8056, -0.5527, -0.2962], [-1.6765, 0.3568, 0.1229], [0.8146, 0.3721, 0.1963], [1.2106, 1.7825, -0.3056], [1.8317, -0.6579, -0.2353], [3.1090, -0.6016, 0.6380], [-4.3419, 0.6806, -1.0043], [-4.4915, 0.3387, 0.5284], [-2.7768, -1.4180, 0.4145], [-2.4856, -1.0358, -1.3080], [-0.5929, -0.8276, -0.9984], [0.5792, 0.5223, 1.3440], [2.1534, -0.5295, -1.2859], [2.0518, -2.7971, 0.1615], [3.0073, -0.9161, 1.6972], [3.8557, -1.3152, 0.1393], [3.5862, 0.3046, 0.5502], [-0.3342, 2.3616, 0.5687], [-4.1438, -0.1001, -0.3540], [-0.4547, 0.0232, -0.4302], [-1.8871, 1.2530, 0.9745], [2.1868, 1.9463, -0.9987], [1.1714, -2.0023, -0.2014], [0.4328, 2.8120, 0.0825]],
  "forces_ev_per_angstrom": [[1.117, -2.038, -1.413], [0.076, 1.148, 1.280], [-1.493, 0.926, 0.948], [1.090, 0.386, -0.507], [0.922, -1.723, 0.779], [-0.156, -3.551, -0.954], [0.714, -0.875, 0.038], [0.800, -0.965, -0.586], [0.126, 0.620, -0.382], [-0.830, 0.790, 1.463], [1.125, 0.681, 0.521], [0.846, -0.839, -1.904], [-0.418, 0.428, 0.544], [-4.238, 3.923, -1.797], [-0.328, 0.298, -0.649], [-0.942, 0.677, 0.785], [0.811, 2.359, 0.011], [0.481, 1.084, -0.408], [-1.897, 2.120, 0.491], [-2.483, -0.149, 0.237], [1.301, -1.077, -1.566], [-0.558, 0.078, 0.391], [4.804, -2.354, 2.071], [-0.874, -1.947, 0.606]],
  "de_lowest_kcal_mol": 45.3,
  "lumo_ev": 0.28,
  "e_tot_ha": -646.2643
}